Record 1
C20H20BrF5OPdS | ωB97M-V/def2-TZVPD

Calculated values
frontier orbital gap (alpha / beta) = 8.35 / 5.07 eV
spin multiplicity = 3
M = 589.76 g/mol
max |F| = 3.02 eV/A
E_tot = -4448.657840 hartree

Structure (XYZ):
```
49
Properties=species:S:1:pos:R:3:forces:R:3
Pd 1.292178 2.563576 0.584137 -0.1209 -0.0046 -0.0921
F 7.443937 5.708799 -0.325324 1.1356 0.2735 -0.0185
C 6.159417 5.484535 -0.194198 0.3579 0.8009 -0.6832
C 5.759693 4.221701 0.070464 -3.0072 0.1885 0.1159
F 6.635900 3.288949 0.218824 1.2489 -1.5861 0.3424
C 4.374467 3.974082 0.192696 1.5232 1.8385 -0.1293
F 4.020707 2.792646 0.615920 -0.5131 -1.4972 0.1520
C 3.430940 4.989182 0.007798 1.6685 0.0771 -0.1588
S 1.763762 4.686138 0.140401 -1.2908 0.3162 0.1615
C 3.915019 6.297871 -0.286763 0.9512 -1.3553 0.2466
F 3.007534 7.240420 -0.360768 -0.0813 0.9466 -0.3284
C 5.293076 6.533936 -0.415272 -1.5679 0.7210 0.3114
F 5.816305 7.751605 -0.659983 -0.5113 -0.5847 0.0608
C -5.282356 -0.946320 -0.723568 0.5030 0.0973 1.9114
C -4.136118 -1.817061 -0.151061 -0.1104 -1.8994 -1.6859
C -3.763339 -2.844673 -1.329369 0.9047 1.2404 0.9234
C -4.684372 -2.728275 0.950472 0.0155 1.7339 0.2073
C -2.828655 -1.117898 0.211531 -0.6112 -0.4841 -0.7234
C -2.768506 0.246931 0.312270 1.4018 -0.3861 -0.0441
C -1.471313 0.794975 0.452672 -0.7943 -0.5055 -0.0814
Br -1.460282 2.613468 0.900193 0.6003 0.8321 -0.0039
C -0.280629 0.074701 0.369402 1.1205 0.1514 0.3751
O 0.953423 0.625357 0.567427 -1.5840 -0.4969 -0.1885
C -0.385447 -1.334898 0.150230 -0.4175 -0.9905 0.4798
C -1.645060 -1.904856 0.165967 -0.7512 1.7594 0.1451
C 0.801154 -2.309595 0.095307 1.2451 1.7703 0.8466
C 0.358704 -3.701885 -0.339582 0.3053 0.5805 -0.2876
C 1.951772 -1.753488 -0.777080 -0.4851 -1.1114 -1.0373
C 1.394539 -2.444575 1.533812 -1.0106 1.3346 0.4506
H -6.056701 -1.624990 -1.079533 -0.1660 0.2290 0.1396
H -4.970351 -0.304320 -1.525036 0.2671 0.2552 -0.4931
H -5.650186 -0.303356 0.112453 -0.1652 -0.3686 -0.7300
H -4.561191 -3.110271 -1.977600 -1.1583 -0.2516 -0.1957
H -3.319939 -3.759767 -0.915590 -0.0115 0.2564 -0.3267
H -3.060998 -2.296611 -1.955804 0.3115 -0.4086 -0.1831
H -5.418468 -3.356717 0.515247 -0.6623 -0.8999 -0.2545
H -5.165608 -2.143776 1.721300 -0.2638 0.2790 0.3544
H -3.911763 -3.271070 1.441477 0.6680 -0.7202 0.1743
H -3.657006 0.855300 0.201229 0.1893 0.1299 0.2706
H -1.815388 -2.955429 0.061787 0.3218 -0.1179 0.0190
H -0.188562 -3.605255 -1.271118 0.0535 -0.3583 -0.3307
H -0.313545 -4.052669 0.403458 -0.6917 -0.5954 0.6136
H 1.141645 -4.460952 -0.395126 0.2675 0.4302 -0.2277
H 1.709133 -1.860376 -1.862762 0.0857 0.3467 0.6792
H 2.764855 -2.448243 -0.599339 0.5126 0.0184 -0.1015
H 2.270584 -0.741680 -0.540254 -0.2257 -0.1754 0.0228
H 0.593040 -2.808388 2.177632 -0.0231 0.0284 0.2323
H 1.833515 -1.518468 2.034520 -0.5803 -1.0620 -1.0929
H 2.110486 -3.218304 1.476506 1.1463 -0.7760 0.1629
```
Positions in Å, forces in eV/Å.


Record 2
C20H20BrFN2O2 | ωB97M-V/def2-TZVPD

Calculated values
frontier orbital gap = 8.42 eV
relative energy (zero: lowest compared OMol25 entry of this formula, charge and spin) = 0.0 kJ/mol
SMILES = CCC(=O)c1ccc(N2CCN(C(=O)c3ccccc3Br)CC2)c(F)c1
M = 419.29 g/mol
max |F| = 0.70 eV/A
E_tot = -3708.014678 hartree

Structure (XYZ):
```
46
Properties=species:S:1:pos:R:3:forces:R:3
C -1.496220 -0.010257 -6.185278 -0.0103 -0.1261 0.0025
H -0.898452 0.794221 -6.607126 0.0190 0.1015 -0.0269
H -1.716470 0.234365 -5.148749 -0.0621 0.0812 0.0458
H -2.431640 -0.069649 -6.737013 -0.0734 0.0549 -0.0143
C -0.739119 -1.335150 -6.289696 0.1179 0.1125 -0.1521
C 0.577351 -1.251047 -5.543479 -0.2285 -0.2044 -0.4009
O 1.631573 -1.173826 -6.138802 -0.0073 0.0694 0.0177
C 0.529395 -1.228569 -4.066386 0.2944 0.0316 0.6362
C 1.701404 -0.897726 -3.383815 -0.1949 -0.0443 -0.0253
C 1.733525 -0.854614 -2.012488 -0.0672 0.0134 -0.1000
C 0.614533 -1.155130 -1.215653 0.0210 -0.1427 -0.4388
C -0.550871 -1.492650 -1.926482 0.0562 0.0409 0.1159
C -0.599010 -1.525113 -3.300628 0.1680 0.0969 -0.2593
H -1.524706 -1.814099 -3.772116 -0.1071 -0.0070 -0.0723
H -1.434811 -1.768979 -1.372863 -0.0372 -0.0479 0.0711
N 0.618271 -1.185751 0.156354 0.0811 -0.0968 0.1595
C -0.497264 -0.696187 0.929977 -0.1779 0.4216 0.0998
H -1.386194 -0.597183 0.310279 0.0268 -0.0518 0.0415
C -0.158721 0.681985 1.532331 -0.4448 -0.2196 -0.1302
N 1.049938 0.592068 2.311472 0.0619 -0.1451 -0.1735
C 1.139723 0.738789 3.651513 -0.1231 0.0869 -0.0119
O 2.141254 0.466583 4.284236 0.1268 -0.0672 0.2392
C -0.072713 1.291013 4.346590 0.0569 0.2383 0.1905
C -0.752348 0.497166 5.262976 0.0162 0.0459 -0.0737
C -1.812186 1.008309 5.990847 -0.0096 -0.0490 0.0043
C -2.193401 2.329702 5.824921 0.0112 -0.0126 0.0005
C -1.516775 3.141531 4.931350 0.0409 0.0586 -0.0649
C -0.464105 2.617149 4.201169 0.0977 -0.0053 -0.1880
Br 0.452617 3.751355 2.970440 -0.1308 -0.0102 0.2061
H -1.798246 4.175175 4.801662 -0.0098 0.0678 -0.0126
H -3.014276 2.735836 6.395700 -0.0754 0.0361 0.0519
H -2.334588 0.378061 6.693893 -0.0461 -0.0583 0.0637
H -0.433396 -0.525152 5.400178 0.0469 -0.0958 0.0339
C 2.181395 0.084193 1.563332 0.3422 -0.2827 0.0683
C 1.816601 -1.276016 0.961945 0.3739 0.1351 0.1052
H 2.644605 -1.675589 0.382831 -0.0875 -0.0078 0.0454
H 1.605660 -1.975854 1.780640 0.0590 0.0556 -0.0166
H 3.024815 -0.008619 2.248234 -0.0736 0.0353 -0.0990
H 2.432861 0.793469 0.768916 -0.0019 -0.0486 0.0000
H -0.989451 1.018960 2.153497 0.0904 0.0270 -0.0804
H -0.005491 1.402614 0.719741 -0.0710 -0.0270 0.0522
H -0.705922 -1.402246 1.743102 -0.0658 0.0516 -0.0357
F 2.902987 -0.467286 -1.438033 -0.1385 -0.0048 0.0436
H 2.589040 -0.651460 -3.946158 0.0982 0.0214 -0.0276
H -1.345947 -2.151317 -5.896116 -0.0127 -0.0441 -0.0039
H -0.515229 -1.543075 -7.337249 0.0498 -0.0845 0.1132
```
Positions in Å, forces in eV/Å.